{"formula": "C6H8N4Si", "method": "the ωB97M-V functional and the def2-TZVPD basis", "symbols": ["Si", "N", "C", "C", "C", "N", "C", "C", "C", "N", "N", "H", "H", "H", "H", "H", "H", "H", "H"], "xyz": [[-1.644, 2.641, -0.269], [-0.015, 2.062, -0.422], [-0.014, 0.356, -0.500], [-0.430, -0.257, -1.641], [-0.353, -1.650, -1.680], [0.136, -2.415, -0.727], [0.704, -1.777, 0.304], [1.313, -2.272, 1.452], [1.631, -1.127, 2.202], [1.097, 0.006, 1.708], [0.588, -0.382, 0.458], [-2.431, 2.064, 0.750], [-2.311, 2.403, -1.590], [-1.071, 4.105, -0.023], [0.552, 2.467, 0.352], [-0.711, 0.418, -2.458], [-0.642, -2.168, -2.667], [1.428, -3.403, 1.684], [2.172, -1.072, 3.066]], "atomic_forces_ev_per_a": [[1.6, 2.1, -1.4], [0.3, -4.9, 0.5], [1.2, 4.7, 0.7], [0.0, 1.5, 0.2], [-0.1, -1.8, -1.8], [0.1, 0.4, -1.1], [-0.8, 0.1, 0.9], [0.5, -1.6, 0.0], [-2.4, 0.0, -2.4], [0.5, -0.2, -1.7], [0.3, -0.4, 1.8], [-0.8, -0.4, 1.1], [0.0, 0.3, 0.4], [-1.4, -1.1, -0.1], [-0.2, -1.2, -0.6], [-0.1, -0.7, 0.2], [0.2, 0.7, 1.8], [0.1, 2.5, -0.5], [1.1, 0.2, 2.2]], "homo_lumo_gap_ha": 0.322, "homo_ev": -8.490}

---

{"formula": "C6H8N4Si", "method": "the ωB97M-V functional and the def2-TZVPD basis", "symbols": ["C", "C", "C", "C", "C", "C", "N", "N", "N", "N", "Si", "H", "H", "H", "H", "H", "H", "H", "H"], "xyz": [[3.751, 0.234, 0.250], [-3.136, 0.850, -1.164], [3.084, 0.511, -0.997], [-3.720, 0.215, -0.026], [2.810, -0.396, 0.978], [-1.799, 0.499, -1.086], [1.801, 0.111, -0.960], [-2.807, -0.410, 0.650], [1.678, -0.469, 0.227], [-1.603, -0.297, -0.009], [-0.516, -1.013, 1.195], [4.779, 0.345, 0.534], [-3.698, 1.369, -1.908], [3.537, 0.876, -1.933], [-4.734, 0.244, 0.351], [2.824, -0.602, 2.069], [-1.124, 0.888, -1.678], [-0.187, -2.488, 0.995], [-0.939, -0.467, 2.511]], "atomic_forces_ev_per_a": [[0.4, -0.5, 0.4], [0.0, -1.1, 1.1], [0.7, 0.2, -1.3], [0.2, 0.8, -0.7], [1.4, 0.7, 1.5], [-3.8, -0.8, 1.9], [0.6, -0.7, 0.8], [0.1, -1.2, 0.6], [-2.0, 0.3, -1.5], [-1.4, 0.4, 0.4], [1.0, 0.1, 0.7], [0.2, 0.4, -0.1], [0.2, 0.4, -0.4], [-0.4, 0.0, 0.7], [0.1, 0.0, -0.2], [-0.2, -0.3, -1.2], [3.9, 1.3, -2.8], [-0.7, 0.7, 0.2], [-0.3, -0.7, 0.0]], "spin_multiplicity": 3, "homo_lumo_gap_ha": [0.212, 0.198], "s2": 2.02, "homo_ev": [-5.062, -8.842]}

---

{"formula": "C6H8N5O", "method": "the ωB97M-V functional and the def2-TZVPD basis", "symbols": ["C", "C", "C", "C", "C", "C", "N", "N", "N", "N", "N", "O", "H", "H", "H", "H", "H", "H", "H", "H"], "xyz": [[1.564, -1.172, -2.483], [0.251, 0.100, -3.475], [-0.352, 0.610, 2.032], [1.095, -0.190, -1.466], [-2.371, -0.812, 1.675], [1.794, 1.388, 1.678], [0.894, -0.979, -3.587], [-0.670, -0.394, 0.066], [0.546, -0.022, -0.027], [-1.177, -0.109, 1.184], [0.764, 0.752, 1.355], [0.314, 0.661, -2.359], [2.193, -1.963, -2.293], [-0.403, 0.524, -4.224], [-0.850, 1.260, 2.870], [-2.723, -0.333, 2.523], [-3.020, -0.781, 0.882], [-2.087, -1.894, 1.885], [2.636, 1.558, 1.124], [1.602, 1.797, 2.638]], "atomic_forces_ev_per_a": [[-2.1, 2.1, 5.0], [-1.8, 0.8, -2.4], [-3.8, -0.3, 1.0], [-0.8, 1.1, -1.8], [2.4, -2.1, -0.5], [0.2, 0.7, 1.8], [2.0, -2.1, -2.3], [-2.6, -1.5, -0.5], [2.1, -0.3, -0.7], [0.6, -0.2, 1.4], [1.2, 0.1, -3.6], [0.1, 1.2, 5.1], [1.3, -1.6, 0.3], [0.2, 0.1, 0.0], [1.6, -1.2, -1.9], [-0.7, 0.9, 1.5], [-2.0, -0.1, -1.6], [-0.3, 1.5, -0.1], [1.6, 0.3, -1.5], [1.0, 0.4, 0.9]], "homo_lumo_gap_ha": [0.289, 0.289], "homo_ev": [-11.945, -11.944], "charge": 1}

---

{"formula": "C6H8N5O", "method": "the ωB97M-V functional and the def2-TZVPD basis", "symbols": ["C", "C", "C", "C", "C", "C", "N", "N", "N", "N", "N", "O", "H", "H", "H", "H", "H", "H", "H", "H"], "xyz": [[-2.997, -1.393, -0.468], [-2.175, -1.205, -1.631], [-2.150, 0.193, 1.072], [-0.848, 0.661, -1.154], [-1.221, 0.908, 1.801], [-0.111, 1.511, -0.417], [-2.616, -0.775, 0.595], [-1.392, -0.230, -1.773], [-0.260, 1.547, 0.969], [0.936, 2.171, -0.987], [1.152, -0.958, 0.960], [-1.289, 1.149, 2.982], [-3.578, -2.313, -0.570], [-2.278, -1.937, -2.490], [0.469, 1.932, 1.549], [0.918, 2.487, -1.982], [1.754, 2.373, -0.532], [1.592, -1.840, 0.698], [0.351, -1.260, 1.497], [1.780, -0.599, 1.663]], "atomic_forces_ev_per_a": [[0.8, -2.2, -1.9], [-1.8, -2.8, -1.9], [-0.7, -0.4, 0.1], [-0.2, 0.3, -0.2], [1.4, 2.0, 0.2], [1.1, -0.6, 1.0], [-0.8, 0.3, -0.4], [1.1, 2.1, 1.2], [-0.9, -0.1, -0.5], [-2.2, 0.2, -2.9], [0.2, -0.6, -0.1], [0.2, -0.4, 0.2], [-0.3, 0.6, 1.0], [0.0, 1.1, 1.2], [0.2, 0.6, -0.2], [-0.3, -0.7, 1.5], [2.1, 0.4, 1.6], [0.0, 0.1, -0.2], [-0.3, -0.1, 0.2], [0.3, 0.3, 0.2]], "homo_lumo_gap_ha": 0.260, "homo_ev": -12.075, "charge": 1}

---

E_tot list, top to bottom, in eV: -20187.315; -20183.247; -15834.737; -15838.266